Model 1:
The following is a quantum chemistry calculation of a cluster of 2 separate species, C2H4INO2 in total, from OMol25.

Atoms and positions in Å:
C: -0.0808 0.7254 0.1877
C: 1.4032 -0.8791 -0.4015
N: -2.0615 0.7197 0.9838
O: 0.5024 1.7023 -0.1390
O: 0.1853 -0.5276 0.2095
I: -3.0486 -0.6023 -0.0416
H: 2.2624 -0.2037 -0.1478
H: 1.3887 -0.7772 -1.4787
H: 1.8010 -1.8763 0.0805
H: -2.3520 1.7188 0.7471

multiplicity	1
net charge	0
gap between HOMO and LUMO	8.28	eV

---

Model 2:
The following is a quantum chemistry calculation of an isolated molecule of C2H4INO2, from OMol25.

Atoms and positions in Å:
C: 0.3948 0.4373 -0.0894
C: 0.3516 -0.9644 0.1376
N: -1.9212 1.0427 0.1492
O: -0.6049 1.2249 -0.0936
O: 1.5738 0.9370 -0.4711
I: -3.0004 -0.6346 0.1819
H: 1.4449 -1.0958 0.5676
H: -0.3865 -1.2324 0.8055
H: 0.3661 -1.6481 -0.7833
H: 1.7819 1.9334 -0.4043

multiplicity	1
net charge	0
gap between HOMO and LUMO (alpha / beta)	7.48 / 7.48	eV

---

Least stable = model 2

---

Model 1:
The following is a quantum chemistry calculation of a structure of composition C12H26N6O3, from OMol25.

Atoms and positions in Å:
C: -2.0295 -1.3753 -1.3092
C: -0.4499 -1.1940 -1.8561
C: -2.2386 -2.1313 0.0104
C: -1.3787 -3.4513 0.0457
C: -1.3060 -4.2558 1.4258
C: -2.9224 -4.5590 1.6565
C: -0.2484 0.8349 -0.3675
C: -0.1076 2.3948 -0.6334
C: 0.0698 0.7094 1.0935
C: 1.4665 1.0808 1.5050
C: 1.6120 2.5082 2.1420
C: 3.4084 3.5879 0.8340
H: -3.2650 -3.2844 -1.6935
H: -1.7942 -2.2297 -3.0323
H: -2.3555 -0.2961 -1.3126
H: -3.3129 -1.9757 0.7210
H: -1.5579 -1.5661 0.8302
H: -0.4234 -3.1002 -0.2148
H: -1.5915 -4.3951 -0.7236
H: -0.8997 -3.5969 2.2456
H: -0.7734 -5.2417 1.3361
H: -3.6116 -3.7790 1.9707
H: -2.9872 -5.2315 2.4564
H: -3.6998 -4.2808 -0.1443
H: -2.3471 -5.8795 0.1334
H: 1.1925 0.1019 -1.6860
H: -1.3833 0.6271 -0.3874
H: -0.1995 -0.1469 1.7251
H: -0.6217 1.5505 1.4609
H: 2.0331 1.1410 0.4220
H: 1.9993 0.3145 2.0822
H: 1.5733 2.2796 3.2370
H: 0.7973 3.1253 1.8263
H: 3.8056 2.5200 2.4201
H: 1.7871 4.3498 0.7727
H: 5.1034 4.0229 -0.2786
H: 5.4066 2.9502 1.0515
H: 1.3783 3.5322 -0.9853
N: -2.8421 -2.2949 -2.2657
N: -3.2596 -5.2667 0.4373
N: 0.1746 -0.0240 -1.4157
N: 2.9147 2.9673 1.9755
N: 2.6547 4.2802 0.1196
N: 4.6189 3.3253 0.3400
O: -0.1437 -1.7429 -2.9826
O: -0.9302 3.2730 -0.3328
O: 1.1569 2.5553 -1.1657

multiplicity	1
net charge	0
gap between HOMO and LUMO	8.91	eV

---

Model 2:
The following is a quantum chemistry calculation of an isolated molecule of C12H26N6O3, from OMol25.

Atoms and positions in Å:
H: 0.7027 4.5190 -1.5711
N: 1.5017 4.9450 -2.1338
C: 2.3437 5.4336 -1.3521
N: 3.5493 5.9128 -1.8366
N: 2.2795 5.5034 0.0317
C: 1.3557 4.5246 0.6893
C: 1.6076 3.0663 0.6715
C: 0.4448 2.3173 1.2732
C: 0.6052 0.8221 1.4701
N: -0.5640 0.0782 1.4974
C: -1.0230 -0.8564 0.5882
O: -2.2074 -1.2081 0.7260
C: -0.0222 -1.5286 -0.3220
N: 0.8838 -2.3368 0.4955
C: -0.8446 -2.4124 -1.3031
C: -1.4009 -3.7698 -0.7699
C: -2.3149 -4.4337 -1.8175
C: -3.0853 -5.6331 -1.3422
N: -4.0415 -5.5791 -0.3123
C: 1.4833 0.5505 2.7120
O: 2.4210 1.1987 3.1631
O: 1.1309 -0.5466 3.3856
H: 3.7130 5.8851 -2.7930
H: 3.8564 6.8131 -1.4348
H: 3.2277 5.3990 0.4966
H: 1.1859 4.9948 1.6561
H: 0.4526 4.7064 0.1784
H: 1.7602 2.6262 -0.3698
H: 2.5194 2.7550 1.1598
H: 0.1924 2.6084 2.3233
H: -0.4750 2.4625 0.6468
H: 1.2247 0.5528 0.6256
H: -1.4355 0.5948 1.8293
H: 0.5173 -0.7007 -0.7827
H: 0.5236 -3.0581 1.0205
H: 1.6451 -1.8780 1.0540
H: -1.7530 -1.8391 -1.6226
H: -0.3616 -2.5210 -2.2811
H: -0.5561 -4.4706 -0.5789
H: -2.0057 -3.6815 0.1577
H: -1.6555 -4.6659 -2.6443
H: -3.0317 -3.7039 -2.2525
H: -2.2636 -6.3387 -1.0086
H: -3.6067 -6.0548 -2.2174
H: -3.7171 -4.9906 0.4972
H: -5.0644 -5.2119 -0.5369
H: 0.3021 -0.8503 2.9339

multiplicity	1
net charge	0
gap between HOMO and LUMO	9.55	eV

---

Least stable = model 1

---

Model 1:
The following is a quantum chemistry calculation of the ion C6H9N2O2 with charge -1, from OMol25.

Atoms and positions in Å:
C: -0.5122 -0.5870 1.7584
C: 0.5767 -0.6111 0.5888
C: 1.8623 -0.1123 1.1862
N: 0.1797 0.0217 -0.5689
C: -0.3340 -0.7156 -1.9655
O: 0.3230 -1.6791 -2.3972
C: -1.2690 0.1733 -2.3835
C: -1.2426 1.3382 -1.5711
N: -0.4322 1.2016 -0.5542
O: -0.2731 1.9989 0.4549
H: -0.7345 0.4857 1.9579
H: -0.3720 -1.1094 2.7955
H: -1.4116 -0.9309 1.2723
H: 0.8032 -1.5949 0.2824
H: 2.1780 -0.8907 1.9838
H: 1.7280 0.8901 1.5814
H: 2.5624 -0.1969 0.4296
H: -1.9282 0.1191 -3.2747
H: -1.7039 2.1993 -1.5763

multiplicity	1
net charge	-1
gap between HOMO and LUMO	6.55	eV

---

Model 2:
The following is a quantum chemistry calculation of the ion C6H9N2O2 with charge -1, from OMol25.

Atoms and positions in Å:
O: 2.7703 0.5265 -1.9475
C: 1.8213 -0.2638 -1.7445
O: 1.1563 -1.0458 -2.3983
N: 1.4302 -0.2557 -0.3233
N: 1.8418 0.9687 0.4110
C: 0.4399 1.5066 0.3657
C: -0.1421 0.1315 0.1535
C: -1.2752 -0.4861 -0.6623
C: -1.9100 -0.9993 0.6107
C: -0.6011 -0.7100 1.3657
H: 2.4211 1.4477 -0.3086
H: 0.3030 2.2426 -0.3207
H: 0.2868 1.9846 1.3579
H: -0.8883 -1.2414 -1.4095
H: -2.0045 0.3104 -1.1008
H: -2.6080 -0.2870 1.0361
H: -2.2512 -2.0320 0.9119
H: -0.7636 -0.1296 2.4184
H: -0.0269 -1.6678 1.5845

multiplicity	1
net charge	-1
gap between HOMO and LUMO	7.32	eV

---

Least stable = model 1

---

Model 1:
The following is a quantum chemistry calculation of a cluster of 2 separate species, C4H14N in total, from OMol25.

Atoms and positions in Å:
C: -2.5629 0.7865 -2.5047
C: -2.3803 -0.2500 -1.3379
H: -2.8508 1.7818 -2.1378
H: -1.7304 0.7803 -3.2207
H: -3.3631 0.5647 -3.2240
H: -1.3527 -0.5824 -1.5325
H: -3.1822 -0.9873 -1.4580
H: -2.4666 0.1910 -0.3150
C: 1.6774 0.8766 0.7188
N: 1.3187 -0.5136 1.2420
C: 2.2503 -1.0444 2.3034
H: 2.6995 1.0725 1.0717
H: 1.0638 1.7079 1.0611
H: 1.7708 0.7146 -0.3575
H: 0.4024 -0.4244 1.6990
H: 1.1236 -1.2113 0.4879
H: 2.3223 -0.3017 3.1179
H: 1.9912 -2.0855 2.4658
H: 3.2690 -1.0755 1.9204

multiplicity	1
net charge	+1
gap between HOMO and LUMO	10.52	eV

---

Model 2:
The following is a quantum chemistry calculation of a cluster of 2 separate species, C4H14N in total, from OMol25.

Atoms and positions in Å:
C: -0.5451 -2.0570 0.1976
C: 0.8980 -2.4932 0.4739
H: -1.2889 -2.5224 0.8517
H: -0.7949 -0.9932 0.2797
H: -0.9627 -2.3428 -0.7689
H: 1.4895 -1.7570 1.0154
H: 0.9578 -3.4252 1.0314
H: 1.2812 -2.7681 -0.5017
C: -0.0845 2.2572 -0.0628
C: -1.2894 1.5700 -0.6659
N: 1.0412 1.2759 0.1870
H: 0.3056 2.9588 -0.7976
H: -0.2096 2.8859 0.8163
H: -1.0054 0.7126 -1.2752
H: -1.6601 2.2379 -1.4459
H: 1.4101 0.9583 -0.7113
H: 1.8421 1.7060 0.6560
H: 0.7483 0.4690 0.7442
H: -2.1331 1.3274 -0.0239

multiplicity	1
net charge	+1
gap between HOMO and LUMO	11.33	eV

---

Least stable = model 1